ORCA calculation (ωB97M-V/def2-TZVPD) on a 2-piece molecular cluster, C5H10O overall.

Last column: Löwdin charge in e.
Atoms and positions in Å:
1 C -0.242 -0.769 1.347  -0.0409
2 H -2.309 1.473 1.426  0.0749
3 H -0.063 -1.840 1.357  0.0650
4 H 0.042 0.213 -1.446  0.0561
5 H 1.097 -1.958 -0.977  0.1191
6 C 1.135 0.215 -1.433  -0.0586
7 C 1.652 -1.022 -0.750  -0.3581
8 C -1.563 1.243 0.656  -0.1189
9 H 1.487 0.224 -2.471  0.0841
10 H 1.503 1.106 -0.916  0.0881
11 H -1.920 -0.874 0.101  0.1002
12 H -1.981 1.570 -0.302  0.0701
13 H 0.474 -0.152 1.886  0.0770
14 C -1.254 -0.228 0.676  -0.2615
15 O 2.612 -1.042 -0.016  0.0288
16 H -0.670 1.842 0.864  0.0748

Results
**Calculated total energy**: -271.70177 Eh
**SMILES**: C=CC.CC=O
**Energy relative to the best compared isomer or geometry (same formula, charge and spin)**: 1.384 eV
**HOMO energy**: -9.73 eV
**LUMO level**: 0.038 Eh
**Frontier orbital gap**: 0.396 hartree

ORCA calculation (ωB97M-V/def2-TZVPD) on one molecule with the formula C5H10O.

Last column: Löwdin charge in e.
Atoms and positions in Å:
1 H -2.134 -0.727 1.352  0.0785
2 H -0.565 -1.199 2.028  0.0812
3 C -1.081 -0.433 1.438  -0.0726
4 O 1.201 1.218 0.923  0.0763
5 H -1.266 1.680 -0.414  0.0890
6 C 2.068 -0.275 -0.719  -0.0100
7 H 2.708 -0.951 -0.136  0.0908
8 C -1.258 0.669 -0.837  -0.0642
9 H -0.843 0.728 -1.849  0.0800
10 C -0.445 -0.283 0.054  -0.3733
11 C 0.971 0.298 0.166  -0.4283
12 H -2.295 0.328 -0.920  0.0790
13 H -1.027 0.509 1.991  0.0816
14 H 2.703 0.543 -1.071  0.0847
15 H 1.669 -0.837 -1.569  0.0759
16 H -0.404 -1.268 -0.436  0.1315

Results
**Calculated total energy**: -271.75074 Eh
**SMILES**: CC(=O)C(C)C
**Energy relative to the best compared isomer or geometry (same formula, charge and spin)**: 0.051 eV
**HOMO energy**: -9.54 eV
**LUMO level**: 0.037 Eh
**Frontier orbital gap**: 0.387 hartree

ORCA calculation (ωB97M-V/def2-TZVPD) on one molecule with the formula C5H10O at a distorted geometry.

Last column: Löwdin charge in e.
Atoms and positions in Å:
1 H 2.297 -0.869 -0.617  0.1148
2 H -0.837 -0.734 1.361  0.1154
3 H 0.652 0.088 -2.614  0.0693
4 C 0.140 -0.282 -0.457  -0.3504
5 H 1.490 -1.223 1.003  0.1158
6 C -0.765 0.170 0.737  -0.1703
7 H -0.287 2.291 1.141  0.0667
8 O 0.321 -1.738 -0.503  -0.1122
9 H -1.769 0.372 0.357  0.1025
10 H 0.578 1.164 2.203  0.0667
11 H -1.138 1.475 2.455  0.0730
12 C 1.379 -0.956 -0.043  -0.1367
13 C -0.188 -0.278 -2.021  -0.0070
14 H -0.417 -1.286 -2.465  0.0968
15 H -1.087 0.306 -2.137  0.0564
16 C -0.368 1.339 1.675  -0.1009

Results
**Calculated total energy**: -271.65419 Eh
**SMILES**: CC[C@@]1(C)CO1
**Energy relative to the best compared isomer or geometry (same formula, charge and spin)**: 2.678 eV
**HOMO energy**: -9.39 eV
**LUMO level**: 0.038 Eh
**Frontier orbital gap**: 0.383 hartree

ORCA calculation (ωB97M-V/def2-TZVPD) on one molecule with the formula C5H10O at a distorted geometry.

Last column: Löwdin charge in e.
Atoms and positions in Å:
1 C 0.069 -0.895 -0.688  -0.1440
2 C 0.298 1.242 0.076  -0.2082
3 C -0.005 -0.144 0.651  -0.3630
4 H -2.109 0.241 0.702  0.0804
5 H -0.838 -0.659 -1.259  0.1152
6 O 1.449 1.042 -0.721  -0.1297
7 H -1.627 -1.152 1.702  0.0780
8 H 2.206 -0.837 -1.179  0.1178
9 C -1.335 -0.152 1.371  -0.0764
10 H 0.151 -1.984 -0.612  0.1169
11 C 1.297 -0.240 -1.346  -0.1866
12 H 0.365 2.144 0.678  0.1260
13 H 1.181 -0.096 -2.427  0.1159
14 H 0.784 -0.548 1.308  0.1502
15 H -1.281 0.501 2.250  0.0815
16 H -0.605 1.538 -0.506  0.1258

Results
**Calculated total energy**: -271.72638 Eh
**SMILES**: C[C@H]1CCOC1
**Energy relative to the best compared isomer or geometry (same formula, charge and spin)**: 0.714 eV
**HOMO energy**: -9.49 eV
**LUMO level**: 0.043 Eh
**Frontier orbital gap**: 0.391 hartree

ORCA calculation (ωB97M-V/def2-TZVPD) on one molecule with the formula C5H10O.

Last column: Löwdin charge in e.
Atoms and positions in Å:
1 H 2.466 0.483 -0.568  0.0822
2 H 1.214 1.726 -0.739  0.0800
3 H -1.426 2.058 0.288  0.1079
4 C 1.386 0.652 -0.614  -0.0594
5 H -0.090 -1.862 -0.856  0.1040
6 O 0.989 -1.241 0.828  -0.1389
7 C -1.528 1.042 -0.135  -0.1495
8 C -0.127 -1.860 0.243  -0.1089
9 H -2.602 0.830 -0.124  0.0744
10 H 1.197 0.674 1.523  0.1419
11 H -0.262 -2.869 0.628  0.1051
12 H 1.002 0.140 -1.503  0.0741
13 H -1.159 1.089 -1.170  0.0717
14 H -1.020 -1.294 0.637  0.0620
15 C -0.778 0.281 0.887  0.0012
16 C 0.738 0.150 0.673  -0.4476

Results
**Calculated total energy**: -271.57538 Eh
**Energy relative to the best compared isomer or geometry (same formula, charge and spin)**: 4.823 eV
**HOMO energy**: -8.03 eV
**LUMO level**: 0.010 Eh
**Frontier orbital gap**: 0.305 hartree

ORCA calculation (ωB97M-V/def2-TZVPD) on C5H10O as an isolated structure at a distorted geometry.

Last column: Löwdin charge in e.
Atoms and positions in Å:
1 H -1.282 0.898 -1.302  0.1048
2 H 0.921 1.405 1.819  0.1547
3 H 1.539 1.220 -0.171  0.0820
4 H -0.716 1.059 1.856  0.0751
5 H 0.880 -1.760 -1.913  0.0916
6 H 0.690 2.240 0.856  0.1539
7 C 0.037 0.551 1.268  -0.2341
8 O 0.795 -1.719 -0.952  -0.0420
9 H 0.211 -1.682 1.306  0.1052
10 C 0.474 1.211 0.024  -0.2445
11 C -0.275 0.505 -1.151  -0.1163
12 H -1.462 -1.109 1.262  0.1111
13 H -1.259 -1.475 -1.059  0.1408
14 C -0.369 -0.969 -0.636  -0.3788
15 C -0.436 -0.902 0.911  -0.1100
16 H 0.250 0.529 -2.118  0.1064

Results
**Calculated total energy**: -271.58886 Eh
**Energy relative to the best compared isomer or geometry (same formula, charge and spin)**: 4.456 eV
**HOMO energy**: -9.44 eV
**LUMO level**: 0.031 Eh
**Frontier orbital gap**: 0.378 hartree

ORCA calculation (ωB97M-V/def2-TZVPD) on one molecule with the formula C5H10O.

Last column: Löwdin charge in e.
Atoms and positions in Å:
1 O -0.236 -1.232 1.888  0.0156
2 H 2.051 -0.886 0.529  0.0769
3 C 0.037 -0.606 -0.305  -0.4259
4 C -0.929 -0.986 0.792  -0.0418
5 H 1.376 -2.338 -0.224  0.0767
6 H -0.465 -0.871 -1.244  0.1264
7 H 0.642 1.237 0.649  0.1141
8 H -1.873 1.403 0.422  0.0592
9 H 1.932 -0.997 -1.234  0.0778
10 H -1.718 1.348 -1.330  0.0774
11 C -1.208 1.653 -0.409  -0.1181
12 C 1.427 -1.246 -0.295  -0.0816
13 H 0.798 1.241 -1.104  0.1117
14 H -1.077 2.740 -0.435  0.0696
15 H -0.894 -1.398 2.581  0.1038
16 C 0.137 0.939 -0.280  -0.2417

Results
**Calculated total energy**: -271.65808 Eh
**Energy relative to the best compared isomer or geometry (same formula, charge and spin)**: 2.573 eV
**HOMO energy**: -8.31 eV
**LUMO level**: 0.031 Eh
**Frontier orbital gap**: 0.337 hartree

ORCA calculation (ωB97M-V/def2-TZVPD) on one molecule with the formula C5H10O.

Last column: Löwdin charge in e.
Atoms and positions in Å:
1 H -1.405 2.299 1.969  0.0723
2 C -0.920 1.320 2.020  -0.1199
3 C 0.199 -0.568 -1.593  -0.0908
4 C -0.756 0.719 0.630  -0.2653
5 C -0.085 -0.653 0.732  -0.1934
6 H -1.514 0.682 2.681  0.0736
7 H 1.736 -0.071 -2.884  0.0757
8 O 0.533 -1.142 -0.468  -0.1089
9 H -0.769 -1.433 1.080  0.1285
10 H 0.804 -1.377 -3.494  0.0665
11 H -0.140 1.393 0.026  0.1010
12 C 1.244 -0.999 -2.573  -0.1154
13 H 0.055 1.465 2.496  0.0725
14 H -1.723 0.666 0.120  0.1066
15 H 1.985 -1.702 -2.175  0.0722
16 H 0.756 -0.600 1.432  0.1247

Results
**Calculated total energy**: -271.64572 Eh
**Energy relative to the best compared isomer or geometry (same formula, charge and spin)**: 2.909 eV
**HOMO energy**: -8.25 eV
**LUMO level**: 0.040 Eh
**Frontier orbital gap**: 0.344 hartree

ORCA calculation (ωB97M-V/def2-TZVPD) on a 3-piece molecular cluster, C5H10O overall.

Last column: Löwdin charge in e.
Atoms and positions in Å:
1 H -1.912 1.660 -0.428  0.1083
2 H -0.084 1.977 1.202  0.1082
3 C -1.050 0.985 -0.487  -0.1478
4 C -1.280 -0.378 0.162  -0.3369
5 H -0.810 0.818 -1.542  0.1188
6 H 2.082 -1.574 0.398  0.0790
7 C 0.667 0.002 0.752  -0.2401
8 C 0.186 1.388 0.320  -0.1866
9 H -1.643 -0.371 1.199  0.1372
10 C 1.479 -0.788 -0.051  -0.0740
11 O -1.464 -1.434 -0.507  -0.0891
12 H 0.645 -0.242 1.811  0.1143
13 H 0.642 -1.823 -0.793  0.0878
14 H 1.881 -0.382 -0.979  0.0887
15 H -0.225 -1.897 -0.893  0.1259
16 H 0.929 1.962 -0.244  0.1062

Results
**Calculated total energy**: -271.60241 Eh
**Energy relative to the best compared isomer or geometry (same formula, charge and spin)**: 4.087 eV
**HOMO energy**: -8.82 eV
**LUMO level**: 0.030 Eh
**Frontier orbital gap**: 0.354 hartree

ORCA calculation (ωB97M-V/def2-TZVPD) on one molecule with the formula C5H10O.

Last column: Löwdin charge in e.
Atoms and positions in Å:
1 C 0.111 0.832 0.084  -0.1767
2 H -1.167 -0.001 -1.436  0.1440
3 H 2.503 -0.058 1.069  0.0585
4 C -2.088 -0.376 0.475  -0.0598
5 H 0.235 0.760 1.175  0.1160
6 C 1.446 0.696 -0.588  -0.1883
7 H -2.733 -1.182 0.116  0.0810
8 H -1.789 -0.619 1.503  0.0818
9 H 0.148 -1.742 0.325  0.0944
10 H -0.353 1.807 -0.112  0.1181
11 C 2.517 0.191 0.010  -0.0053
12 H 3.445 -0.012 -0.516  0.0531
13 O -0.227 -1.521 -0.538  -0.0463
14 C -0.861 -0.257 -0.414  -0.4583
15 H 1.474 0.927 -1.653  0.1068
16 H -2.661 0.556 0.499  0.0809

Results
**Calculated total energy**: -271.71954 Eh
**SMILES**: C=CC[C@H](C)O
**Energy relative to the best compared isomer or geometry (same formula, charge and spin)**: 0.900 eV
**HOMO energy**: -9.68 eV
**LUMO level**: 0.040 Eh
**Frontier orbital gap**: 0.396 hartree